[1]
Computed, not measured: C55H47MnN3OP2Si as an isolated structure, with wB97M-V/def2-TZVPD.

Summary:
<S²> ... 1.1313
Gap between HOMO and LUMO (spin up / spin down) ... 7.68 / 7.43 eV
F_max ... 2.0 eV/Å
Lowest unoccupied orbital energy (spin up / spin down) ... -5.3 / -5.1 eV

The geometry in ORCA input format:
```
! RIJCOSX wB97M-V def2-TZVPD def2/J DEFGRID3
* xyz 2 2
Mn 0.26987 -0.60915 0.35912
C 1.25859 -2.76765 -2.22762
Si 0.78368 -0.93232 -1.92245
C 2.40228 -0.00024 -2.37771
C 2.82612 0.39683 -3.64702
C 4.09621 0.91760 -3.84654
C 4.97636 1.06237 -2.78112
C 4.57643 0.69384 -1.50954
C 3.29733 0.17159 -1.31730
P 2.73998 -0.39346 0.30715
C 3.33793 0.92166 1.43211
C 3.82967 0.67907 2.71235
C 4.16640 1.73578 3.54871
C 4.01287 3.04600 3.12127
C 3.53847 3.29978 1.84104
C 3.20311 2.24725 1.00371
C 3.75519 -1.87924 0.64353
C 4.48555 -2.45931 -0.39706
C 5.25079 -3.59410 -0.17860
C 5.30225 -4.17329 1.07999
C 4.56608 -3.62031 2.11695
C 3.79182 -2.49169 1.89938
C -0.44913 -0.59242 -3.34282
C -0.08770 -0.88308 -4.66473
C -0.92619 -0.61862 -5.73167
C -2.18311 -0.06540 -5.51450
C -2.59450 0.17267 -4.22088
C -1.73342 -0.09431 -3.14460
P -2.64287 0.05301 -1.58469
C -3.97171 -1.17043 -1.82523
C -3.58905 -2.38896 -2.40373
C -4.53357 -3.36615 -2.65503
C -5.87072 -3.13395 -2.35595
C -6.25324 -1.92662 -1.79660
C -5.30980 -0.94500 -1.52569
C -3.22005 1.76416 -1.52375
C -4.18700 2.15608 -0.68569
C -4.31137 3.57532 -0.23138
C -3.32155 4.56464 -0.91134
C -2.64112 4.05703 -2.13895
C -2.49982 2.75337 -2.35409
H 1.68751 -2.87079 -3.22797
H 0.40307 -3.44607 -2.16619
H 2.01217 -3.10894 -1.51403
H 2.16031 0.31283 -4.49369
H 4.40408 1.20798 -4.84294
H 5.96686 1.46616 -2.94417
H 5.25170 0.80989 -0.66950
H 3.99072 -0.33083 3.05899
H 4.57034 1.53054 4.53215
H 4.28718 3.86672 3.77077
H 3.45126 4.31982 1.48957
H 2.87577 2.45174 -0.00916
H 4.45982 -2.02752 -1.38713
H 5.81369 -4.02066 -0.99815
H 5.91692 -5.04622 1.25335
H 4.60168 -4.06945 3.10116
H 3.21937 -2.09774 2.72699
H 0.86809 -1.35324 -4.85635
H -0.60648 -0.84861 -6.74003
H -2.84579 0.14550 -6.34259
H -3.59497 0.55052 -4.03538
H -2.55969 -2.56017 -2.68960
H -4.22393 -4.29977 -3.10580
H -6.61252 -3.89095 -2.57129
H -7.29526 -1.74007 -1.57410
H -5.62670 -0.00390 -1.09554
H -4.80611 1.44057 -0.15547
H -5.35360 3.88805 -0.18463
H -3.75517 5.54617 -1.08820
H -2.18113 4.77887 -2.80314
H -1.90858 2.39364 -3.18280
N 0.16633 1.72449 0.22272
C -1.04561 2.48138 0.49605
C -1.14163 3.78090 0.23020
C -2.41752 4.54313 0.38684
C -3.52803 3.76087 1.14638
C -3.15507 2.43673 1.71223
C -2.11592 1.76314 1.20572
C -2.05429 0.29672 1.26072
C -2.32846 -0.35216 2.45785
C -2.40026 -1.73759 2.54136
C -2.08755 -2.49301 1.43119
C -1.76807 -1.87346 0.22098
C -1.85912 -0.46065 0.04660
H 0.56469 2.05202 -0.65205
H 0.85196 1.95808 0.93768
H -0.29654 4.31893 -0.18736
H -2.20238 5.53707 0.77715
H -4.09323 4.36603 1.85173
H -3.90522 1.92174 2.30300
H -2.49947 0.25389 3.33902
H -2.67003 -2.21030 3.47667
H -2.11068 -3.57420 1.47773
H -1.70169 -2.50707 -0.65115
N 1.31247 0.87314 6.21750
C 0.89070 -0.40511 6.07259
O 0.60442 -1.12457 7.00268
C 0.79680 -0.93342 4.66128
C 0.77141 -2.31672 4.50036
C 0.71900 -2.86456 3.22731
C 0.69515 -1.98666 2.16442
N 0.65108 -0.66737 2.31355
C 0.69641 -0.13651 3.53053
H 1.39520 1.22175 7.15933
H 1.62975 1.45479 5.46490
H 0.80671 -2.93866 5.38570
H 0.72689 -3.93460 3.07248
H 0.75441 -2.32911 1.10431
H 0.63577 0.94445 3.58766
*
```

[2]
Computed, not measured: C55H48AsAuCl3N2OPS as an isolated structure, with wB97M-V/def2-TZVPD.

Summary:
<S²> ... 2.0175
Gap between HOMO and LUMO (spin up / spin down) ... 6.41 / 4.06 eV
F_max ... 4.7 eV/Å
Energy above the lowest of the compared OMol25 structures with the same formula, charge and spin ... 469.8 kJ/mol
Lowest unoccupied orbital energy (spin up / spin down) ... -4.7 / -8.2 eV

The geometry in ORCA input format:
```
! RIJCOSX wB97M-V def2-TZVPD def2/J DEFGRID3
* xyz 2 3
Au -1.78385 0.80289 1.91122
C -2.46378 4.18496 1.27406
C -3.77987 4.14309 2.08238
C -4.36801 5.36406 2.46585
C -5.41588 5.45238 3.42247
C -5.96585 4.29481 3.98548
C -5.62198 3.10315 3.33814
C -4.45493 2.99458 2.52549
P -4.06425 1.26741 2.22418
C -5.33014 0.59851 1.16187
C -6.07268 1.54378 0.42814
C -7.38000 1.26910 -0.02612
C -7.92193 -0.01813 0.20093
C -7.14819 -0.96610 0.87077
C -5.83160 -0.68356 1.31183
C -4.95342 -1.84605 1.71094
C -4.09752 0.49518 3.82155
C -5.21362 -0.04273 4.44629
C -5.16478 -0.38562 5.81721
C -4.00106 -0.16629 6.53944
C -2.85403 0.30798 5.91943
C -2.88719 0.73079 4.56066
C -1.74550 1.27908 3.97493
H -2.73981 4.01105 0.20532
H -1.87851 3.22961 1.50209
H -1.88703 5.08951 1.37627
H -3.76094 6.22171 2.20007
H -5.69135 6.42709 3.69959
H -6.72072 4.31464 4.76562
H -6.30742 2.22233 3.45219
H -5.58006 2.48785 0.20339
H -7.89322 2.00998 -0.59339
H -8.92530 -0.35285 -0.04862
H -7.52481 -1.97778 0.94310
H -5.40956 -2.75427 1.28195
H -5.07826 -1.98572 2.81924
H -3.89403 -1.73660 1.50993
H -6.06673 -0.30220 3.81135
H -6.00985 -0.85022 6.32003
H -4.09407 -0.26457 7.64565
H -1.97495 0.44442 6.60374
H -0.80307 0.83907 4.29009
H -1.66257 2.38182 3.97851
Cl 0.45788 -7.51158 -6.44215
C 0.59187 -6.19201 -5.37589
C 1.32958 -6.11270 -4.16461
C 1.45532 -4.95303 -3.43597
C 0.80508 -3.78159 -3.94437
C 0.98809 -2.45964 -3.20515
C 0.20813 -2.55929 -1.92183
N -0.32277 -1.32305 -1.34929
C -1.02665 -0.34974 -2.02311
C -1.62440 0.49465 -1.12838
N -1.22908 0.01454 0.18401
C -0.37143 -1.00671 -0.02022
O 2.33137 -2.25319 -2.88050
C 3.20533 -2.44728 -4.02594
C 4.44046 -1.61972 -3.91524
C 5.34975 -1.53425 -4.98280
Cl 5.16921 -2.20725 -6.53469
S 6.63807 -0.39101 -4.73246
C 6.36239 -0.42893 -2.91294
C 4.94728 -1.01186 -2.71381
C 0.02220 -3.84195 -5.10606
Cl -0.62559 -2.42097 -5.88142
C -0.10013 -5.04580 -5.80612
H 1.88104 -6.99459 -3.89397
H 2.09523 -4.87798 -2.52741
H 0.53924 -1.70532 -3.85305
H 0.74382 -3.04393 -1.12558
H -0.65237 -3.18831 -2.25007
H -1.07614 -0.43260 -3.12952
H -2.41185 1.27223 -1.13593
H 0.01331 -1.57565 0.76617
H 2.71853 -2.09860 -4.92059
H 3.44300 -3.50064 -4.13428
H 7.18025 -1.03680 -2.46198
H 4.92280 -1.67730 -1.83729
H -0.75094 -5.14095 -6.67271
C 5.44808 2.95229 -3.27476
C 6.34934 2.25425 -2.57881
C 5.99669 0.85148 -2.08267
C 4.51566 0.40973 -2.28552
C 3.71425 1.21642 -3.20636
C 4.17244 2.41130 -3.60034
As 3.14833 0.18158 -0.67633
C 4.06055 -1.08049 0.44156
C 3.63673 -2.41726 0.36294
C 4.40461 -3.42098 0.96561
C 5.40391 -3.06538 1.87423
C 5.62435 -1.71788 2.15549
C 4.98632 -0.73369 1.41738
C 3.23534 1.71442 0.56117
C 3.50890 3.04661 0.17638
C 3.31750 4.12642 1.06827
C 2.84567 3.89622 2.39741
C 2.58236 2.59769 2.74866
C 2.85105 1.56299 1.86689
H 5.69872 3.92537 -3.69539
H 7.39922 2.53310 -2.60390
H 6.36854 0.55459 -1.09581
H 2.73747 0.82639 -3.56901
H 3.47882 3.10958 -4.08996
H 2.81880 -2.60355 -0.30957
H 4.09986 -4.48046 0.86155
H 5.85363 -3.86723 2.47694
H 6.45675 -1.40639 2.82991
H 5.27809 0.32018 1.48627
H 3.75326 3.26834 -0.86231
H 3.43385 5.14240 0.75350
H 2.72831 4.71963 3.09677
H 2.00522 2.39814 3.62330
H 2.86182 0.53883 2.32844
*
```

The lowest <S²> belongs to which entry?
C55H47MnN3OP2Si